C3H12O2S2 | ωB97M-V with the def2-TZVPD basis set

The calculation puts the HOMO energy at -9.27 eV. Its SMILES is CCCSS.O.O. The maximum force is 1.6 eV Å⁻¹.

Structure (ORCA input):
```
! wB97M-V def2-TZVPD RIJCOSX def2/J DEFGRID3
* xyz 0 1
C 1.88545 0.17302 1.55919
C 0.90605 -0.33208 0.49739
C 0.16114 0.80021 -0.21136
S -0.85100 0.31792 -1.61816
S -2.36584 -0.77758 -0.68012
H 1.32715 0.67185 2.35246
H 2.46350 -0.63819 1.99626
H 2.55323 0.91433 1.11551
H 0.15414 -0.96043 0.96925
H 1.45583 -0.85077 -0.29387
H 0.84066 1.51595 -0.69205
H -0.43707 1.37214 0.49900
H -2.02070 -2.06040 -0.81239
O -1.88679 0.42049 2.49633
H -2.35589 0.35684 1.67954
H -2.51423 0.12138 3.13431
O 4.69817 0.08195 -0.30829
H 5.17177 -0.68699 -0.06160
H 3.79681 -0.15950 -0.21276
*
```